Density functional theory data (ωB97M-V with the def2-TZVPD basis set) for a 20-piece molecular cluster, C35H78Cl38N4O4P3 overall.

XYZ file:
```
162
Properties=species:S:1:pos:R:3:mulliken_charge:R:1
H 10.919 -1.130 3.090 0.3335
H -4.238 4.167 -1.723 0.2956
H -2.158 -4.246 -1.010 0.0674
H -1.619 3.135 -7.368 0.3481
C -6.239 6.229 4.299 -0.3429
C 7.051 -1.504 -1.071 -0.4356
H -0.591 -3.562 -2.591 0.8139
C -4.995 3.597 -2.249 0.3991
H -2.118 9.483 6.100 0.2920
H -5.338 -2.719 -5.453 0.4064
C 2.650 -2.589 1.451 -1.2032
C 4.395 -7.305 -7.005 0.1725
H 0.386 -0.521 -5.113 0.3011
P -2.694 -0.033 -1.566 0.7238
H -2.281 0.123 -2.895 -0.1365
H -12.725 1.680 -4.656 0.0899
H -5.099 -1.886 -3.900 0.1985
Cl -2.463 2.569 4.592 -0.0121
C 2.160 1.501 9.296 0.0286
C -3.090 -8.310 2.756 -0.2448
C 0.408 -1.911 -3.488 0.8589
H -3.631 -3.830 2.172 0.5030
H -3.908 3.091 6.364 0.2489
H 11.415 0.256 4.098 0.2271
H 0.533 -0.047 -1.657 -0.0106
H -1.173 0.157 2.787 0.2884
Cl -4.872 0.283 3.907 -0.0962
H -7.208 6.554 3.940 0.3535
H 0.745 -2.522 -5.568 -0.3761
H 4.805 -4.997 1.474 0.2384
H 9.080 1.410 4.331 -0.0904
C 1.689 4.875 -2.053 -0.8185
Cl 6.751 3.784 -0.882 -0.1117
H -1.534 -2.113 -2.611 -0.2147
Cl -3.422 -1.357 -5.462 -0.0405
H 1.732 -3.024 -1.373 0.5437
H 6.617 -1.588 6.643 0.3263
H 1.004 -3.835 -4.350 0.4812
H -8.187 1.902 -2.791 0.0992
H 1.437 2.308 -2.691 0.3632
H -2.772 -5.342 2.291 -0.4077
H -0.616 -3.278 -4.793 0.2790
Cl -6.211 4.459 4.300 -0.1158
C 9.086 2.283 4.977 0.1207
C -1.669 -4.816 -0.220 -0.8886
H -3.880 9.385 6.349 0.2387
H 2.151 4.855 -1.060 0.3672
Cl 5.806 -1.468 -2.324 -0.1287
N -1.309 -0.223 -0.548 0.9019
Cl 6.579 2.737 1.843 -0.1311
H -3.400 -1.238 -1.406 0.0412
C -2.299 -4.032 3.926 -0.8442
H 1.434 -1.808 -3.152 0.4248
Cl 2.726 -3.956 -7.492 -0.1549
H 2.494 -2.603 -9.403 0.3562
Cl -13.611 1.816 -6.827 -0.1555
C -0.765 2.559 -7.031 -0.4694
H 0.348 0.302 -3.599 -0.5489
H -3.861 -7.550 2.702 0.2089
N -1.587 -2.084 0.847 0.9870
H -13.180 0.084 -5.299 0.2511
Cl -7.382 0.978 -4.797 -0.1367
C 0.908 2.666 -1.793 -0.8533
C -4.612 -2.427 -4.704 -0.3857
Cl -5.200 4.279 -3.866 -0.1740
H 4.004 -4.083 2.768 0.3717
Cl -1.563 -7.535 3.211 -0.1291
H -4.778 -1.265 1.609 0.3727
H 5.367 7.950 -3.746 0.3371
Cl -0.416 2.999 -5.352 -0.0510
H 4.147 -6.312 -7.357 -0.1140
C 1.909 -1.802 0.378 0.0017
H -1.150 2.433 -1.135 0.5179
Cl -2.722 9.850 8.339 -0.1512
C -0.527 -2.485 -2.409 -0.7616
Cl 5.949 -0.160 4.905 -0.0912
Cl -6.494 3.653 -1.309 -0.1865
H -4.135 0.520 6.124 0.1560
O 3.456 -3.574 0.840 -0.2719
Cl 5.665 -7.169 -5.781 -0.1541
N -4.017 -0.893 1.042 -0.4619
C 1.120 -2.767 -0.512 -0.9459
H 2.339 2.428 8.764 0.2621
H -2.486 -4.958 4.470 0.4239
C -0.039 -0.578 -4.111 -0.0369
C -2.669 -4.266 2.449 0.2342
H 0.480 0.786 -0.100 0.2548
Cl 2.314 1.804 11.028 -0.1509
H -0.741 1.702 -2.707 0.1314
C 3.865 -4.555 1.792 -0.8353
C -13.473 1.123 -5.206 -0.0346
N -0.183 -2.308 -0.997 1.6539
C 7.616 3.514 0.637 -0.2921
Cl 7.384 6.783 -4.046 -0.1444
C -8.591 1.784 -3.788 -0.0805
H 1.557 2.532 -0.919 0.5310
C -0.400 1.864 -1.683 -0.8383
Cl 8.529 1.803 6.588 -0.1758
Cl -2.801 7.351 6.814 -0.0635
H 2.417 4.489 -2.769 0.2414
Cl 10.151 0.918 2.229 -0.0614
C -0.099 0.531 -0.987 0.2291
Cl -1.145 0.839 -7.199 -0.0773
C 1.817 -2.956 -8.635 -0.4320
Cl -6.296 -0.371 6.382 -0.1568
H 0.106 2.779 -7.636 0.3016
H 8.011 -1.351 -1.550 0.3467
H -2.215 -5.721 0.037 0.5303
H -4.227 -1.187 5.626 0.0829
Cl -1.894 4.058 7.076 -0.1658
C 5.996 -0.702 6.587 -0.2110
H 1.029 -3.558 -9.072 0.2827
H -0.703 -5.134 -0.616 0.3226
Cl 10.729 2.935 5.012 -0.1444
C -3.101 3.619 5.869 -0.0983
H 6.032 7.341 -2.209 0.2746
H 3.249 -1.877 2.032 0.5398
H 3.529 -7.774 -6.554 0.2728
P -1.310 -3.806 1.280 -0.1847
Cl -2.976 -9.110 1.187 -0.1490
C 5.843 7.112 -3.251 -0.3704
C -4.724 -0.224 5.599 0.0107
C 0.419 -2.957 -4.629 -0.7767
H 1.017 -3.707 0.045 0.3154
H -1.254 -3.766 4.068 0.3296
H 7.935 4.474 1.024 0.3539
H 1.937 -3.057 2.143 0.3770
H -3.339 -9.047 3.510 0.3641
Cl -10.091 0.852 -3.687 -0.1682
Cl -5.978 6.903 5.912 -0.1280
H 2.652 -1.255 -0.204 0.4183
H -4.188 0.116 0.996 0.1652
H 6.416 0.092 7.192 0.1384
H 8.421 3.049 4.594 0.2725
H -2.969 -3.293 4.362 -0.0181
Cl 4.911 -8.279 -8.384 -0.1513
H -3.474 4.527 5.412 0.0531
Cl 0.539 0.925 8.881 -0.1446
H 3.085 -5.317 1.880 0.2786
H 2.894 0.757 9.008 0.0052
C -1.024 -1.566 -0.228 -2.4202
H 8.472 2.875 0.453 0.1739
H -4.687 2.565 -2.342 -0.3105
C 11.307 -0.118 3.085 -0.3203
Cl 4.389 -1.087 7.221 -0.1702
O 0.547 4.007 -2.017 -0.3219
Cl 12.889 -0.119 2.309 -0.1542
H 1.378 5.883 -2.306 0.3379
O -1.926 0.299 2.196 -0.3745
H -1.114 -0.521 -4.247 -0.5726
H 1.291 -1.073 0.909 0.0635
H 7.017 -2.467 -0.573 0.2688
Cl 6.820 -0.240 0.136 -0.0439
Cl -15.001 1.201 -4.322 -0.1551
P -2.648 -1.160 2.030 -0.0155
Cl 4.749 5.722 -3.328 -0.0937
O -3.540 1.103 -1.128 -0.8746
H -8.810 2.752 -4.223 0.2840
Cl -3.875 -3.890 -4.032 -0.1467
C -2.907 9.115 6.745 -0.3074
H -5.453 6.586 3.644 0.2440
Cl 1.086 -1.557 -7.838 -0.0871
```

The net charge is +1.


Density functional theory data (ωB97M-V with the def2-TZVPD basis set) for a 13-piece molecular cluster, C35H79Cl10F3N5O15P2 overall.

XYZ file:
```
149
Properties=species:S:1:pos:R:3:mulliken_charge:R:1
H -1.049 5.069 -3.273 0.4097
H 0.582 -2.535 -0.878 0.7955
H -7.713 1.122 -2.557 0.3319
H 1.389 0.128 0.290 -0.4950
H -4.199 2.463 -3.255 0.4901
H 0.233 -0.379 -6.786 0.2084
Cl 6.206 0.753 -2.881 -0.2356
H 4.516 -0.944 2.278 0.2669
C -2.108 0.532 1.232 0.9540
Cl -4.478 2.441 4.635 -0.1882
H -4.080 -2.027 -1.016 0.2996
O 3.388 -3.271 -6.071 -0.3914
H -3.886 1.108 -0.250 -0.9444
F -1.430 -0.242 2.130 0.6015
H -3.692 -0.393 -1.515 -0.0437
H 1.110 5.040 3.373 0.3724
H -4.690 -0.385 2.245 -0.1403
C -0.205 0.662 -3.884 0.6263
H -4.004 -4.509 2.488 0.5034
P 7.016 -1.791 2.960 1.1970
H 4.052 -2.465 1.544 0.2213
O 0.370 0.108 6.708 -0.7833
C -2.243 -1.735 -2.280 1.3551
C -4.846 1.685 3.064 1.2045
H 3.679 -2.216 3.218 0.3143
H 0.299 -3.959 1.660 0.3925
O 1.074 -2.275 -6.237 -0.3791
H -0.860 2.692 -1.504 -1.0055
H -1.600 3.730 2.212 -0.3154
O -1.621 1.149 -5.749 -0.8064
H 0.038 -2.317 2.106 -1.0815
H 0.185 2.720 3.268 -0.6490
C 1.259 2.897 3.319 0.0535
Cl 3.363 4.630 2.955 -0.1999
C 2.432 -4.117 -3.189 -0.3450
F -3.216 -0.157 0.891 -0.4678
H 0.488 -1.040 1.185 0.0669
H -3.399 2.194 -1.512 1.1057
H -4.566 -2.829 2.429 0.2116
H 5.284 -1.404 -2.778 0.3092
Cl 4.402 0.979 -0.015 -0.1110
H -0.384 1.498 0.558 -0.3128
H -1.861 5.001 -1.686 0.0773
O -1.976 -2.270 3.731 -0.6559
C -7.732 1.744 -1.657 -1.4244
H -5.455 1.487 -2.774 0.2484
O 6.880 -1.012 4.337 -0.2527
C 7.969 -3.764 4.448 -0.6659
O 1.328 4.755 -2.464 -0.8019
C 3.072 -4.429 -6.837 -0.7233
Cl -3.772 5.445 -0.182 -0.1891
C 4.434 -2.015 2.462 -0.4797
O 7.374 -0.965 1.791 -0.7227
H -4.282 2.252 2.331 -1.3410
H 8.625 0.001 3.857 0.3463
O -6.270 1.880 0.200 -0.5680
H -1.776 1.397 6.485 0.3930
C -3.648 -1.440 -1.821 0.6580
H 1.806 -1.060 4.078 0.2215
O -1.708 1.687 -0.875 -0.1693
C 1.008 -1.668 4.529 -1.1012
N -5.338 1.396 -1.778 0.1061
O 5.658 -2.609 2.880 -0.4445
Cl -1.370 6.102 1.975 -0.2124
H -3.437 0.492 -1.844 0.0765
H -0.872 -1.040 4.048 -0.3989
H 6.039 -0.735 -0.333 0.5490
Cl -5.274 -0.592 4.499 -0.1785
H 3.613 -4.328 -7.774 0.2591
H -2.101 1.639 -2.677 -1.1257
H 2.318 2.825 -0.741 0.3868
N -2.399 1.587 -3.646 1.2750
H -2.161 -4.069 1.160 0.2415
H 8.792 -3.625 5.156 0.2641
O 2.708 -1.390 -4.457 -0.4244
C 0.828 3.690 -2.080 0.5636
C 1.647 4.277 2.813 -0.1394
C -3.874 -3.512 2.917 -1.4292
H -2.626 0.005 5.746 0.2224
C -1.468 1.144 -4.535 0.7990
H 1.519 2.758 4.369 0.5377
H 3.323 -5.331 -6.272 0.2478
H 0.271 -0.155 -4.426 -0.5957
C -4.467 0.192 3.139 0.5731
H 0.772 -2.382 3.740 0.4306
O -0.469 -0.196 -0.517 2.7227
C 5.065 -0.511 -0.762 0.0569
H -4.193 -3.639 3.951 0.3115
H 8.428 -0.353 5.586 0.2542
Cl -4.888 -1.449 -3.136 -0.1898
C 7.909 -0.057 4.678 -0.7401
F -2.478 1.614 1.965 -0.0706
N -0.154 -0.841 4.728 0.4586
H -3.586 2.962 -4.831 0.3710
C 1.691 2.550 -1.586 -0.2461
C -1.734 4.451 1.404 1.2768
C -2.432 -3.025 2.889 0.7451
H -8.002 2.761 -1.942 0.2638
P 2.223 -2.561 -5.191 0.9704
H -3.815 4.363 1.879 0.4308
O 1.638 -3.776 -4.332 -0.2195
H 1.076 1.686 -1.326 -0.1847
C -1.175 0.884 0.072 -1.5348
H -2.299 3.869 -3.026 0.1801
H -1.948 -1.048 -3.068 -0.5971
H 7.032 -3.585 4.976 0.3072
H -3.392 0.105 3.293 -0.7415
C 1.069 -1.043 -6.999 -0.6675
H 2.009 -0.525 -6.808 0.3343
H 2.220 -2.257 -0.229 0.2691
C -6.413 1.636 -1.000 0.4623
H -5.905 1.717 2.819 0.5408
Cl 1.984 1.632 2.312 0.0338
H -3.365 3.299 0.532 -1.4629
H 2.397 -5.186 -2.997 0.3266
C -3.973 1.283 -1.319 -0.2754
N -0.491 3.506 -2.009 0.3760
C -1.497 4.413 -2.530 -0.6570
H 1.555 -2.128 5.350 0.4633
C 1.338 -1.778 -0.645 -2.1120
H 2.066 -3.538 -2.340 -0.1863
C -0.417 -0.060 5.777 0.5592
C -1.737 0.633 5.711 -0.1391
H -1.024 4.257 0.603 -0.7548
O 8.068 -2.951 3.305 -0.3769
H -4.234 1.358 -4.630 0.3492
H -1.567 -1.588 -1.440 -0.7763
H 7.418 0.909 4.760 0.2564
H -0.243 0.538 -2.801 -0.5269
H 1.063 -1.366 -8.038 0.3144
H 0.644 1.352 -3.991 0.4740
H -8.532 1.396 -1.006 0.4015
H 4.387 -1.278 -0.392 -0.5141
H 2.374 2.276 -2.392 0.1910
H 1.251 4.326 1.797 -0.0505
H 3.482 -3.838 -3.306 0.3572
H -0.257 -2.859 0.421 -0.4419
C 5.020 -0.473 -2.288 0.0712
N -1.724 -3.453 1.824 -0.0432
C -3.169 4.257 1.007 1.3628
H 4.031 -0.148 -2.598 -0.0718
C -3.638 2.126 -4.129 -1.5954
C -0.362 -3.105 1.475 0.7834
H 8.061 -4.822 4.188 0.2722
Cl -2.074 -3.371 -2.968 -0.2404
H -1.786 1.195 4.772 -0.3417
C 0.664 -0.682 0.166 -0.4403
H 1.602 -1.320 -1.604 0.4963
H 1.996 -4.519 -7.016 0.3253
```

The net charge is -1.


Number 1: E_HOMO -11.44 eV. Number 2: E_HOMO -6.39 eV.